Below is the molecule C3H4N2O in a non-equilibrium geometry, with properties calculated with ωB97M-V with the def2-TZVPD basis set.

ΔE to the lowest compared entry with this formula, charge and spin, kcal per mole: 94.39
Multiplicity: 1
Max |F|, hartree/bohr: 0.0457
Molar mass, g mol⁻¹: 84.1
HOMO level, eV: -7.41
Frontier orbital gap, Eh: 0.290
E_tot, Eh: -301.336808
Net charge: 0

Atoms and positions in Å:
1 C 0.68 -0.19 -0.51
2 H 1.06 -1.20 1.36
3 H -2.23 0.73 0.55
4 H -1.26 -0.08 -1.61
5 H 2.24 0.21 -0.37
6 N -0.75 -0.13 -0.74
7 C 0.83 -0.24 0.92
8 O -0.45 0.22 1.40
9 C -1.25 0.29 0.41
10 N 1.67 0.07 -1.26

Atom charges from the Löwdin analysis, given in e for atoms 1 to 2: C -0.501; H 0.091